Entry 1:
Molecular formula: C11H25NSi
Method: DFT, ωB97M-V/def2-TZVPD

Values from the calculation:
- highest occupied orbital energy (alpha / beta) (eV) = -3.26 / -9.19
- net charge = 0
- frontier orbital gap (alpha / beta) (eV) = 4.1 / 6.8
- 2S+1 = 3
- lowest unoccupied orbital energy (alpha / beta) (Ha) = 0.0306 / -0.0872

Structure (XYZ):
```
38
C11H25NSi (ωB97M-V/def2-TZVPD)
C 2.62 -0.52 0.90
C 2.74 -1.79 1.23
C -0.95 2.33 -1.32
C 4.20 1.41 0.87
C 4.64 -0.63 -0.77
C -2.55 0.65 1.70
C -4.41 -1.40 -0.15
C -2.57 -2.56 -1.39
C -1.46 2.47 0.17
C 3.62 0.15 -0.03
C -2.48 1.29 0.33
N -3.00 -1.70 -0.38
Si -1.94 -0.54 0.35
H 1.77 0.11 1.03
H 3.77 -2.25 0.96
H -0.94 3.33 -1.88
H -1.68 1.68 -1.78
H 0.05 1.93 -1.28
H 4.73 0.98 1.65
H 4.77 2.22 0.30
H 3.34 1.97 1.22
H 4.09 -1.47 -1.15
H 5.12 -0.09 -1.62
H 5.42 -0.99 -0.20
H -1.83 1.13 2.34
H -3.48 0.49 2.37
H 1.93 -2.44 1.57
H -4.87 -1.07 -1.21
H -4.99 -2.34 0.15
H -4.54 -0.71 0.59
H -1.53 -2.29 -1.63
H -2.76 -3.66 -1.04
H -2.98 -2.46 -2.41
H -0.65 2.22 0.76
H -1.94 3.45 0.28
H 2.97 0.64 -0.83
H -3.50 1.66 0.08
H -0.72 -1.23 0.19
```

Taken from the Löwdin analysis, the atomic charges in e are: -0.1994 -0.0041 -0.1193 -0.0570 -0.1136 -0.2170 -0.1155 -0.1855 -0.2229 -0.4091 -0.4115 -0.3398 0.6279 0.0790 0.0889 0.0875 0.0390 0.0442 0.0404 0.0875 0.0512 0.0677 0.0974 0.0530 0.0520 0.1042 0.0521 0.1299 0.1062 0.0066 0.0549 0.1241 0.0876 0.0512 0.1125 0.1382 0.0926 -0.0810


Entry 2:
Molecular formula: C4H7N
Method: DFT, ωB97M-V/def2-TZVPD

Values from the calculation:
- highest occupied orbital energy (eV) = -8.67
- net charge = 0
- frontier orbital gap (eV) = 9.8
- energy relative to the best compared isomer or geometry (same formula, charge and spin) (kJ/mol) = 277.86
- lowest unoccupied orbital energy (Ha) = 0.0401
- structure (SMILES) = CC1(C)C=N1

Structure (XYZ):
```
12
C4H7N (ωB97M-V/def2-TZVPD)
C 1.86 0.01 -0.16
C 0.26 0.05 -0.14
C -0.62 -1.20 -0.30
C -0.50 1.22 0.45
N 1.24 0.24 -1.20
H 2.70 -0.03 0.48
H -0.39 -1.84 0.59
H -0.43 -1.77 -1.24
H -1.69 -1.01 -0.23
H -0.49 1.28 1.51
H -1.61 0.87 0.27
H -0.34 2.17 -0.02
```

Taken from the Löwdin analysis, the atomic charges in e are: 0.0006 -0.4974 -0.0677 -0.0549 0.1006 0.0892 0.0816 0.0848 0.0489 0.0496 0.0985 0.0663


Entry 3:
Molecular formula: C3H8NP
Method: DFT, ωB97M-V/def2-TZVPD

Values from the calculation:
- highest occupied orbital energy (eV) = -8.35
- net charge = 0
- frontier orbital gap (eV) = 9.3
- energy relative to the best compared isomer or geometry (same formula, charge and spin) (kJ/mol) = 134.39
- lowest unoccupied orbital energy (Ha) = 0.0364
- structure (SMILES) = CC(C)=NP

Structure (XYZ):
```
13
C3H8NP (ωB97M-V/def2-TZVPD)
C -0.15 0.06 0.04
C -0.53 -0.06 1.81
C 1.00 0.89 -0.27
N -0.79 -0.61 -0.88
P -0.38 -0.60 -2.58
H -1.58 -0.24 1.78
H -0.23 0.84 2.28
H -0.04 -1.07 1.95
H 1.43 0.49 -1.14
H 1.60 0.88 0.69
H 0.62 1.92 -0.47
H -1.48 -1.48 -2.96
H 0.57 -1.61 -2.54
```

Taken from the Löwdin analysis, the atomic charges in e are: -0.4209 0.0076 -0.1189 -0.2881 0.7129 0.0274 0.0264 0.0781 0.0091 0.0986 0.1076 -0.1057 -0.1340


Entry 4:
Molecular formula: C7H10N
Method: DFT, ωB97M-V/def2-TZVPD

Values from the calculation:
- highest occupied orbital energy (alpha / beta) (eV) = -9.15 / -14.69
- net charge = +1
- frontier orbital gap (alpha / beta) (eV) = 5.6 / 8.6
- energy relative to the best compared isomer or geometry (same formula, charge and spin) (kJ/mol) = 207.01
- 2S+1 = 3
- lowest unoccupied orbital energy (alpha / beta) (Ha) = -0.1323 / -0.2231

Structure (XYZ):
```
18
C7H10N (ωB97M-V/def2-TZVPD)
C -0.55 0.96 -0.78
C -0.61 -0.42 -1.15
C 0.27 -2.68 -0.04
C 1.73 -0.91 1.32
C -0.54 -1.31 0.04
C 0.76 -1.50 0.65
C -0.61 3.36 0.07
N -0.54 2.06 -0.45
H -1.55 -0.61 -1.66
H 0.21 -0.75 -1.79
H -0.18 -3.57 0.62
H 0.73 -3.03 -0.98
H 1.68 0.12 1.45
H 2.62 -1.43 1.43
H -1.57 -1.18 0.58
H 0.16 3.99 -0.19
H -0.49 3.18 1.26
H -1.53 3.72 -0.37
```

Taken from the Löwdin analysis, the atomic charges in e are: 0.1110 -0.1067 -0.0172 0.1113 -0.2421 -0.2571 0.0095 0.1568 0.1515 0.1526 0.1601 0.1121 0.0478 0.0659 0.1734 0.0721 0.1820 0.1170


Entry 5:
Molecular formula: C44H111N7O10
Method: DFT, ωB97M-V/def2-TZVPD

Values from the calculation:
- highest occupied orbital energy (eV) = -8.03
- net charge = 0
- frontier orbital gap (eV) = 8.5
- energy relative to the best compared isomer or geometry (same formula, charge and spin) (kJ/mol) = 0.00
- lowest unoccupied orbital energy (Ha) = 0.0180
- structure (SMILES) = CC1(C)CCCC(C)(C)N1O.CC1(C)CCCC(C)(C)N1O.COC[C@H](C)N.COC[C@H](C)N.COC[C@H](C)N.COC[C@H](C)N.COC[C@H](C)N.CCO.CCO.CCO

Structure (XYZ):
```
172
C44H111N7O10 (ωB97M-V/def2-TZVPD)
C -6.24 3.07 0.21
C -5.39 3.75 -0.85
C -3.93 3.67 -0.43
O -3.77 4.38 0.79
C -2.51 4.16 1.37
N -5.52 3.14 -2.18
H -7.30 2.99 -0.03
H -6.19 3.61 1.16
H -5.89 2.05 0.41
H -5.68 4.79 -0.93
H -3.26 4.11 -1.18
H -3.62 2.62 -0.28
H -2.35 3.11 1.64
H -2.42 4.82 2.23
H -1.72 4.45 0.66
H -6.31 3.50 -2.69
H -5.55 2.14 -2.14
C -0.58 2.31 5.50
C 0.51 2.02 4.50
C 1.83 2.54 4.99
O 2.81 2.22 3.99
C 4.10 2.56 4.43
N 0.52 0.55 4.28
H -0.60 3.38 5.73
H -0.38 1.77 6.43
H -1.57 2.03 5.13
H 0.32 2.49 3.53
H 2.11 2.01 5.91
H 1.76 3.62 5.09
H 4.14 3.27 5.27
H 4.68 3.07 3.65
H 4.65 1.69 4.79
H -0.23 0.35 3.63
H 1.34 0.27 3.76
C -3.77 -4.88 -5.51
C -3.41 -6.00 -4.51
C -2.09 -5.74 -3.80
O -2.25 -4.85 -2.71
C -1.83 -3.54 -2.89
N -4.46 -6.20 -3.50
H -4.09 -3.97 -5.00
H -4.60 -5.21 -6.13
H -2.93 -4.66 -6.17
H -3.38 -6.93 -5.08
H -1.32 -5.37 -4.49
H -1.69 -6.68 -3.40
H -0.79 -3.49 -3.25
H -1.89 -3.05 -1.92
H -2.35 -2.90 -3.62
H -5.38 -6.13 -3.91
H -4.34 -5.48 -2.79
C 6.00 -4.23 0.88
C 4.60 -3.73 0.52
C 4.01 -2.94 1.69
O 4.51 -1.62 1.70
C 4.22 -0.95 2.90
N 4.67 -2.82 -0.65
H 5.90 -5.18 1.42
H 6.60 -3.53 1.46
H 6.54 -4.53 -0.02
H 3.94 -4.54 0.21
H 4.27 -3.40 2.65
H 2.91 -2.93 1.61
H 4.56 -1.53 3.76
H 3.13 -0.81 3.01
H 4.72 0.01 2.83
H 5.46 -2.93 -1.26
H 4.57 -1.86 -0.35
C 2.70 5.40 2.54
C 1.64 6.39 2.94
C 1.90 7.70 2.25
O 3.11 8.24 2.74
C 3.37 9.54 2.25
N 0.33 5.81 2.54
H 2.57 4.42 3.02
H 3.70 5.67 2.90
H 2.88 5.27 1.47
H 1.66 6.51 4.02
H 1.06 8.41 2.34
H 2.01 7.49 1.17
H 2.59 10.23 2.60
H 3.45 9.56 1.16
H 4.32 9.84 2.67
H 0.26 5.90 1.53
H -0.40 6.41 2.91
C -1.63 -4.17 3.71
C -1.20 -5.23 2.68
C -1.21 -4.57 1.32
C -0.62 -5.50 0.26
C 0.82 -5.86 0.63
C 0.97 -6.49 2.04
N 0.11 -5.75 2.97
O 0.22 -6.25 4.29
C 0.54 -7.95 1.95
C 2.43 -6.33 2.47
C -2.30 -6.31 2.75
H -2.63 -3.81 3.46
H -0.96 -3.30 3.71
H -1.69 -4.59 4.71
H -2.24 -4.39 1.02
H -0.69 -3.60 1.30
H -0.56 -4.96 -0.69
H -1.27 -6.34 0.03
H 1.38 -4.93 0.54
H 1.16 -6.62 -0.07
H 1.30 -8.58 1.47
H 0.39 -8.42 2.92
H -0.36 -8.06 1.35
H 2.98 -7.17 2.05
H 2.84 -5.40 2.07
H 2.55 -6.35 3.55
H -3.29 -5.86 2.61
H -2.31 -6.72 3.76
H -2.21 -7.13 2.04
H 0.74 -5.58 4.75
C -1.53 -0.21 0.79
C -0.18 0.03 0.09
C -0.31 -0.62 -1.29
C 0.74 -0.11 -2.25
C 0.69 1.40 -2.36
C 0.82 2.12 -0.99
N -0.12 1.48 -0.10
O -0.16 2.15 1.14
C 2.31 2.05 -0.60
C 0.44 3.58 -1.25
C 0.91 -0.60 0.96
H -1.61 -1.28 1.04
H -1.66 0.35 1.71
H -2.40 -0.05 0.14
H -0.23 -1.71 -1.21
H -1.32 -0.43 -1.67
H 1.73 -0.37 -1.84
H 0.72 -0.60 -3.22
H -0.30 1.74 -2.69
H 1.45 1.72 -3.07
H 2.80 1.15 -0.96
H 2.45 2.13 0.49
H 2.90 2.91 -0.94
H -0.65 3.65 -1.25
H 0.96 4.00 -2.10
H 0.66 4.14 -0.33
H 1.70 0.10 1.25
H 0.54 -1.13 1.83
H 1.53 -1.33 0.43
H 0.74 2.13 1.52
C -4.35 -0.23 -5.32
C -3.89 -0.25 -3.89
O -4.79 -0.95 -3.03
H -3.52 0.03 -5.98
H -5.18 0.43 -5.53
H -4.61 -1.26 -5.61
H -3.81 0.80 -3.56
H -2.91 -0.72 -3.77
H -5.05 -0.37 -2.31
C -2.44 4.01 -4.13
C -2.46 3.24 -5.45
O -1.38 2.31 -5.44
H -3.26 4.73 -4.09
H -1.52 4.58 -4.05
H -2.55 3.30 -3.30
H -2.36 3.88 -6.32
H -3.46 2.79 -5.55
H -1.50 1.77 -4.65
C 3.13 3.71 -4.54
C 4.60 3.98 -4.44
O 5.28 2.72 -4.54
H 2.99 3.17 -5.48
H 2.56 4.64 -4.57
H 2.82 3.04 -3.75
H 4.84 4.42 -3.47
H 4.96 4.65 -5.23
H 6.03 2.72 -3.94
```

Atom charges from the Löwdin analysis, given in e for atoms 1 to 99: -0.0666 -0.4267 -0.2171 -0.1869 -0.1039 0.0489 0.0748 0.0763 0.0791 0.1442 0.1099 0.1250 0.0778 0.0805 0.0666 0.0728 0.0553 -0.0599 -0.4495 -0.1973 -0.2161 -0.1333 0.0667 0.0798 0.0820 0.0785 0.1173 0.1391 0.1252 0.0899 0.0850 0.0836 0.0533 0.0312 -0.0686 -0.4204 -0.1885 -0.1986 -0.1245 0.0384 0.0648 0.0718 0.0751 0.1297 0.1238 0.1258 0.0968 0.0773 0.0729 0.0654 0.0620 -0.0599 -0.4023 -0.2296 -0.2046 -0.0870 0.0389 0.0738 0.0794 0.0705 0.1113 0.1222 0.1117 0.0959 0.0696 0.0869 0.0599 0.0504 -0.0640 -0.4296 -0.2385 -0.1843 -0.1098 0.0538 0.0503 0.0850 0.0847 0.1445 0.1270 0.1302 0.0876 0.0886 0.0876 0.0615 0.0709 -0.0353 -0.5333 -0.1385 -0.1717 -0.1193 -0.5010 -0.1009 -0.0160 -0.0303 -0.0087 -0.0273 0.0847 0.0813 0.0797


Entry 6:
Molecular formula: C4H7Cl
Method: DFT, ωB97M-V/def2-TZVPD

Values from the calculation:
- highest occupied orbital energy (eV) = -9.31
- net charge = 0
- frontier orbital gap (eV) = 10.3
- energy relative to the best compared isomer or geometry (same formula, charge and spin) (kJ/mol) = 84.70
- lowest unoccupied orbital energy (Ha) = 0.0372
- structure (SMILES) = C=C(Cl)CC

Structure (XYZ):
```
12
C4H7Cl (ωB97M-V/def2-TZVPD)
C -0.08 0.61 -1.25
C 0.40 0.98 0.14
C 0.13 -0.31 0.96
C -0.53 -1.45 0.78
H 0.38 -0.25 -1.68
H -1.21 0.62 -1.31
H 0.38 1.26 -2.09
H -0.13 1.76 0.54
H 1.48 1.15 0.16
H -0.92 -1.72 -0.18
H -0.82 -2.30 1.41
Cl 0.91 -0.34 2.51
```

Taken from the Löwdin analysis, the atomic charges in e are: -0.1417 -0.2402 -0.7162 -0.0671 0.0578 0.1013 0.0939 0.0738 0.1095 0.0399 0.0701 0.6189


Energy readings, ordered: -21171.4522; -5748.5370; -14017.3784; -8896.2537; -78327.9678; -16782.4936 eV